No. 1
Below is a cluster of 6 separate species, C31H77NO3P in total at a distorted geometry, with properties calculated with the ωB97M-V functional and the def2-TZVPD basis.

```
113
Properties=species:S:1:pos:R:3:forces:R:3
N -4.963403 2.068561 2.199876 -0.079 0.090 0.134
C -6.043220 2.893329 1.551247 -0.050 0.175 -0.094
P -7.529290 2.774309 2.628648 0.354 -0.443 -0.103
O -7.004887 2.283219 3.907792 -0.264 0.095 0.181
O -8.188659 4.191182 2.484056 0.167 -0.165 0.155
O -8.574590 1.826687 1.914879 -0.033 0.243 -0.134
H -4.167946 1.923560 1.573399 -0.029 -0.001 0.042
H -5.310480 1.153017 2.502841 -0.004 0.016 -0.152
H -4.641607 2.503993 3.075149 -0.018 0.016 -0.048
H -5.685223 3.922777 1.511778 -0.056 -0.061 -0.054
H -6.203741 2.524454 0.537886 -0.028 0.025 0.114
H -8.824688 4.419635 3.178559 -0.035 0.062 -0.068
H -8.411022 0.879235 2.003434 -0.070 -0.038 0.140
C -3.892811 -2.047831 -1.351935 0.053 -0.026 -0.046
C -4.292498 -0.595001 -1.572747 0.038 -0.044 -0.005
C -4.981855 0.021723 -0.359279 -0.027 0.150 -0.013
C -6.297635 -0.639023 0.056253 -0.038 -0.097 0.087
C -7.412774 -0.661410 -0.995102 0.057 0.156 0.087
C -7.802562 0.745219 -1.420739 -0.109 0.344 -0.024
H -4.750024 -2.700879 -1.181843 -0.030 0.049 0.009
H -3.362766 -2.437160 -2.220692 0.029 0.001 0.019
H -3.226750 -2.131699 -0.489896 0.004 -0.053 0.007
H -4.932241 -0.509254 -2.454789 -0.045 0.015 0.041
H -3.396889 -0.007996 -1.790021 0.000 -0.010 -0.029
H -5.150478 1.088935 -0.559097 0.014 -0.073 -0.075
H -4.284716 -0.031453 0.490183 0.044 -0.098 -0.029
H -6.685021 -0.098424 0.938910 -0.003 -0.072 -0.011
H -6.101897 -1.655357 0.403572 0.031 0.003 0.000
H -8.273062 -1.167567 -0.551005 -0.031 -0.001 -0.066
H -7.130459 -1.256142 -1.865893 0.124 -0.016 0.057
H -8.100294 1.335810 -0.549303 0.014 0.023 -0.001
H -8.645821 0.789131 -2.109261 0.008 -0.230 -0.021
H -6.981326 1.272920 -1.910675 0.048 -0.064 -0.013
C -1.136810 -0.365783 2.578468 -0.295 0.222 0.366
C -1.365504 1.078077 3.011513 -0.028 -0.031 -0.024
C -1.095041 1.336212 4.495208 -0.047 -0.007 0.016
C -1.976173 0.538610 5.461968 0.041 0.014 -0.082
C -3.473971 0.741881 5.251013 0.017 0.009 0.036
C -3.942015 2.182639 5.436880 -0.098 -0.119 -0.220
H -1.791490 -1.058489 3.110431 -0.041 -0.010 0.036
H -1.315441 -0.497783 1.509565 0.032 0.039 0.172
H -0.106969 -0.666136 2.778065 -0.738 0.319 0.409
H -2.399369 1.371182 2.769030 0.052 0.040 0.032
H -0.723064 1.737323 2.422892 -0.012 0.016 -0.029
H -1.205967 2.405655 4.693133 0.018 0.002 0.023
H -0.048066 1.103498 4.705578 0.004 -0.009 -0.032
H -1.716695 0.820043 6.485874 -0.018 0.014 -0.004
H -1.749127 -0.526472 5.377361 0.016 0.002 -0.008
H -4.026946 0.097124 5.936602 0.000 -0.001 -0.010
H -3.737637 0.394133 4.241719 -0.030 -0.059 0.033
H -3.735442 2.553418 6.440871 0.063 -0.004 -0.021
H -5.019318 2.251461 5.276321 -0.020 0.096 0.070
H -3.433674 2.857830 4.736140 0.035 0.066 0.072
C -0.442875 -0.348643 -1.149194 -0.067 0.018 -0.005
C 1.067612 -0.473773 -0.995231 -0.006 0.004 -0.049
C 1.550080 -1.918553 -0.902289 0.029 -0.026 0.036
C 1.021667 -2.700902 0.302995 0.032 0.002 0.014
C 1.330571 -2.068619 1.661938 0.319 0.053 -0.247
C 2.824859 -1.902431 1.914050 -0.024 -0.080 -0.061
H -0.968928 -0.772904 -0.289517 0.045 -0.021 -0.221
H -0.745057 0.697458 -1.239726 0.003 0.013 -0.014
H -0.787651 -0.873739 -2.043739 -0.006 -0.013 0.011
H 1.393630 0.091608 -0.117028 0.032 -0.006 0.017
H 1.552019 -0.004995 -1.854913 0.005 0.032 0.028
H 2.642807 -1.920920 -0.887215 0.003 -0.017 -0.001
H 1.264336 -2.448978 -1.816480 -0.013 0.014 0.004
H 1.458383 -3.703736 0.273212 -0.028 -0.011 0.025
H -0.059651 -2.843230 0.212132 -0.023 0.006 -0.026
H 0.889856 -2.693827 2.443197 -0.022 0.015 0.045
H 0.841200 -1.091792 1.743188 0.715 -0.583 -0.552
H 3.337006 -2.865882 1.859089 0.036 0.019 -0.004
H 3.028850 -1.471907 2.894877 -0.020 0.002 0.020
H 3.267798 -1.246722 1.163639 0.059 0.021 0.049
C 5.289777 0.999855 -6.935823 -0.009 -0.010 -0.007
C 4.638766 2.185092 -6.232259 0.016 0.009 -0.002
C 4.629344 2.061427 -4.709205 -0.001 0.005 0.014
C 3.852629 0.859283 -4.168982 0.015 -0.009 -0.006
C 2.386411 0.796476 -4.592243 -0.025 0.011 0.048
C 1.561470 1.984826 -4.108686 -0.044 -0.031 -0.020
H 4.760170 0.067436 -6.732582 -0.001 0.002 -0.002
H 5.299795 1.139175 -8.017220 0.008 0.009 0.003
H 6.323732 0.872603 -6.607245 -0.009 -0.011 0.010
H 3.617390 2.314268 -6.602542 0.000 0.011 0.011
H 5.172941 3.099879 -6.500867 -0.009 -0.002 -0.012
H 4.225740 2.982499 -4.279334 -0.006 -0.005 0.005
H 5.662211 1.992910 -4.352842 -0.002 0.003 -0.008
H 3.902522 0.875931 -3.075114 -0.007 -0.004 0.004
H 4.349762 -0.065028 -4.475518 0.007 0.003 0.003
H 1.954132 -0.125757 -4.191620 -0.022 -0.005 -0.034
H 2.306158 0.717843 -5.679696 0.036 -0.016 0.001
H 1.595117 2.062403 -3.018527 0.011 0.031 -0.002
H 0.516549 1.879906 -4.406637 -0.008 0.009 0.023
H 1.923119 2.928664 -4.519117 0.023 -0.016 -0.005
C 5.573890 -0.901717 -1.041785 -0.016 0.053 0.029
C 7.095442 -0.944498 -0.970523 0.011 -0.016 -0.032
C 7.655259 -2.364941 -0.905008 0.005 -0.009 0.011
C 7.204069 -3.173505 0.314003 -0.004 -0.004 -0.016
C 7.526647 -2.535192 1.664433 -0.006 -0.014 0.014
C 9.018903 -2.340916 1.906704 0.007 0.019 -0.001
H 5.125237 -1.351700 -0.154375 -0.009 -0.017 -0.013
H 5.209618 0.125220 -1.107214 -0.001 0.002 -0.013
H 5.206159 -1.442596 -1.917617 -0.002 -0.015 0.014
H 7.434860 -0.368752 -0.104824 0.016 -0.007 -0.005
H 7.513929 -0.444208 -1.847707 -0.010 0.007 0.004
H 8.746819 -2.317857 -0.932057 -0.001 -0.010 0.014
H 7.356467 -2.906310 -1.808433 0.000 0.015 -0.005
H 7.673329 -4.161189 0.267234 0.001 0.004 0.011
H 6.126199 -3.351613 0.255536 -0.001 -0.006 -0.013
H 7.114567 -3.170040 2.453490 0.000 0.012 0.008
H 7.013209 -1.572901 1.753964 -0.012 -0.007 -0.006
H 9.548094 -3.295154 1.858093 0.002 0.007 -0.017
H 9.207104 -1.906131 2.888965 -0.004 -0.011 0.005
H 9.465300 -1.676126 1.165379 -0.003 -0.001 0.001
```
Forces are in eV/Å.

Calculated values
Charge ... +1
E_tot ... -1849.03829 a.u.
Strongest force on any atom ... 1.07 eV/Å
HOMO-LUMO gap ... 9.25 eV

No. 2
Below is the molecule C6H9N, with properties calculated with the ωB97M-V functional and the def2-TZVPD basis.

```
16
Properties=species:S:1:pos:R:3:forces:R:3
C -0.037061 2.685300 2.212867 -0.013 0.055 0.079
C 0.088459 1.807356 1.049692 0.096 -0.352 -0.384
C 0.253916 1.061940 0.117041 -0.018 0.312 0.413
C 0.558887 0.083532 -0.931812 0.016 -0.011 -0.067
C 0.064861 -1.310288 -0.572942 0.004 0.109 0.181
C -0.908013 -2.053271 -1.404146 -0.303 0.034 -0.033
N 0.515651 -2.381378 -1.452233 0.150 -0.205 0.029
H -0.983911 3.233385 2.213217 0.123 -0.079 -0.039
H 0.781137 3.412635 2.232298 -0.138 -0.084 -0.003
H 0.014639 2.098155 3.135816 -0.021 0.098 -0.126
H 1.647415 0.041089 -1.061324 -0.140 -0.004 0.017
H 0.143562 0.393936 -1.898051 0.042 -0.044 0.152
H 0.038850 -1.511191 0.498555 0.043 0.017 -0.199
H -1.299011 -1.595056 -2.310723 0.069 -0.052 0.161
H -1.590123 -2.742187 -0.909041 0.120 0.115 -0.078
H 0.710743 -3.223960 -0.919214 -0.029 0.091 -0.102
```
Forces are in eV/Å.

Calculated values
Energy relative to the best compared isomer or geometry (same formula, charge and spin) ... 277.3 kJ/mol
SMILES ... CC#CC[C@H]1CN1
E_tot ... -288.67643 a.u.
Strongest force on any atom ... 0.53 eV/Å
HOMO-LUMO gap ... 10.43 eV

What is the formula in the first record?
C31H77NO3P